DFT (the ωB97M-V functional and the def2-TZVPD basis) results for C73H73N3O4PSb2TeTi as an isolated structure.

Geometry as XYZ:
```
158
Properties=species:S:1:pos:R:3
Ti -0.487 0.521 0.089
O -3.411 -1.026 3.630
C -4.048 0.163 3.505
C -5.332 0.347 4.014
C -5.972 1.572 3.910
C -5.336 2.635 3.286
C -4.071 2.441 2.753
C -3.411 1.221 2.848
C -2.080 1.108 2.200
O -1.886 1.673 1.045
N -1.143 0.486 2.854
N 0.004 0.486 2.058
C 1.123 0.330 2.660
C 2.397 0.567 2.005
C 3.581 0.312 2.703
C 4.825 0.574 2.163
C 4.894 1.125 0.882
C 3.745 1.409 0.178
C 2.459 1.140 0.700
O 1.406 1.460 0.012
H -4.059 -1.720 3.793
H -5.830 -0.490 4.494
H -6.969 1.689 4.319
H -5.825 3.598 3.200
H -3.565 3.244 2.230
H 1.106 0.104 3.729
H 3.506 -0.099 3.705
H 5.726 0.352 2.724
H 5.860 1.330 0.430
H 3.797 1.842 -0.814
C 1.351 2.657 -5.302
Sb 1.309 2.934 -3.157
C 3.214 1.944 -2.972
C 2.322 4.864 -3.394
C 1.941 6.114 -2.668
C 1.626 7.262 -3.398
C 1.439 8.498 -2.799
C 1.604 8.607 -1.425
C 1.885 7.469 -0.686
C 2.010 6.204 -1.270
C 2.171 5.021 -0.379
Sb 0.239 4.149 0.358
C 1.032 3.787 2.326
C -0.519 6.100 0.977
H 2.299 3.034 -5.692
H 0.520 3.162 -5.795
H 1.278 1.589 -5.502
H 3.843 2.487 -2.264
H 3.693 1.940 -3.953
H 3.082 0.922 -2.624
H 2.305 5.055 -4.469
H 3.353 4.617 -3.121
H 1.543 7.175 -4.477
H 1.195 9.366 -3.400
H 1.505 9.566 -0.929
H 1.993 7.547 0.390
H 2.672 5.298 0.549
H 2.723 4.207 -0.857
H 1.071 4.724 2.885
H 2.031 3.352 2.247
H 0.389 3.074 2.844
H 0.156 6.587 1.684
H -1.493 5.951 1.451
H -0.657 6.750 0.111
C -2.828 1.182 -6.243
C -2.289 0.198 -5.419
C -2.164 0.420 -4.059
C -2.582 1.627 -3.488
C -3.110 2.607 -4.320
C -3.234 2.385 -5.689
P -2.424 1.684 -1.649
C -3.268 3.270 -1.252
C -4.398 3.369 -0.448
C -4.933 4.611 -0.124
C -4.345 5.776 -0.594
C -3.208 5.693 -1.387
C -2.675 4.451 -1.702
C -3.762 0.459 -1.326
C -4.977 0.639 -1.944
C -6.036 -0.264 -1.758
C -5.847 -1.354 -0.955
C -4.606 -1.585 -0.321
C -4.426 -2.732 0.485
C -3.224 -2.941 1.094
C -2.163 -2.028 0.914
C -2.226 -0.902 0.124
C -3.514 -0.675 -0.495
H -2.928 1.011 -7.308
H -1.960 -0.745 -5.842
H -1.731 -0.339 -3.414
H -3.452 3.547 -3.905
H -3.654 3.160 -6.321
H -4.855 2.470 -0.054
H -5.812 4.661 0.509
H -4.758 6.743 -0.332
H -2.722 6.594 -1.743
H -1.777 4.395 -2.309
H -5.127 1.500 -2.589
H -6.987 -0.094 -2.251
H -6.650 -2.068 -0.796
H -5.248 -3.435 0.595
H -3.073 -3.815 1.718
H -1.241 -2.231 1.444
C 5.998 -6.979 4.658
C 5.009 -6.093 3.947
C 4.629 -6.336 2.634
C 3.725 -5.515 1.965
C 3.408 -5.850 0.531
C 3.142 -4.402 2.609
Te 1.891 -2.889 1.405
N 0.573 -1.316 -0.020
C 0.809 -1.007 -1.250
O 0.048 -0.130 -1.855
C 1.938 -1.599 -2.053
C 3.235 -1.703 -1.566
C 4.238 -2.266 -2.347
C 3.956 -2.735 -3.623
C 2.667 -2.613 -4.128
C 1.674 -2.036 -3.350
C 0.382 -4.402 1.264
C 0.027 -4.962 0.032
C 0.527 -4.421 -1.274
C -0.863 -6.035 -0.003
C -1.424 -6.561 1.146
C -2.392 -7.712 1.087
C -1.111 -5.955 2.355
C -0.240 -4.873 2.435
C -0.032 -4.232 3.776
C 3.549 -4.151 3.927
C 3.042 -2.975 4.725
C 4.459 -4.989 4.574
H 6.295 -7.818 4.026
H 5.576 -7.385 5.581
H 6.902 -6.427 4.929
H 5.058 -7.187 2.110
H 4.034 -6.673 0.179
H 3.569 -4.983 -0.114
H 2.363 -6.139 0.417
H 3.474 -1.303 -0.591
H 5.245 -2.338 -1.951
H 4.740 -3.180 -4.227
H 2.440 -2.966 -5.128
H 0.669 -1.911 -3.738
H 1.524 -3.989 -1.175
H -0.135 -3.616 -1.605
H 0.547 -5.200 -2.040
H -1.119 -6.467 -0.967
H -2.223 -8.323 0.198
H -3.425 -7.352 1.048
H -2.298 -8.352 1.967
H -1.575 -6.321 3.268
H -0.731 -4.646 4.506
H -0.189 -3.151 3.715
H 0.985 -4.398 4.133
H 2.380 -2.350 4.129
H 3.877 -2.363 5.078
H 2.489 -3.313 5.608
H 4.745 -4.763 5.600
```

Output
Orbital gap (alpha / beta), eV: 5.09 / 5.95
Relative energy (zero: lowest compared OMol25 entry of this formula, charge and spin), kJ/mol: 0.0
Total charge: -2
Spin multiplicity: 2

Atom charges from the Löwdin analysis, given in e for atoms 1 to 99:
1 Ti 0.780
2 O 0.064
3 C -0.254
4 C -0.033
5 C -0.108
6 C -0.103
7 C -0.030
8 C -0.059
9 C -0.461
10 O -0.258
11 N 0.127
12 N -0.089
13 C -0.114
14 C -0.197
15 C -0.073
16 C -0.117
17 C -0.099
18 C -0.034
19 C -0.373
20 O -0.281
21 H 0.106
22 H 0.106
23 H 0.092
24 H 0.090
25 H 0.112
26 H 0.130
27 H 0.096
28 H 0.085
29 H 0.094
30 H 0.049
31 C -0.358
32 Sb 1.374
33 C -0.305
34 C -0.342
35 C -0.272
36 C -0.068
37 C -0.119
38 C -0.113
39 C -0.086
40 C -0.288
41 C -0.297
42 Sb 1.417
43 C -0.296
44 C -0.344
45 H -0.011
46 H -0.012
47 H -0.007
48 H -0.018
49 H 0.009
50 H -0.004
51 H 0.038
52 H 0.059
53 H 0.100
54 H 0.087
55 H 0.090
56 H 0.102
57 H 0.058
58 H 0.023
59 H -0.004
60 H 0.005
61 H -0.005
62 H -0.012
63 H -0.010
64 H -0.018
65 C -0.115
66 C -0.087
67 C -0.087
68 C -0.343
69 C -0.096
70 C -0.106
71 P 1.127
72 C -0.350
73 C -0.091
74 C -0.093
75 C -0.106
76 C -0.105
77 C -0.162
78 C -0.293
79 C -0.117
80 C -0.099
81 C -0.061
82 C -0.180
83 C -0.077
84 C -0.092
85 C -0.121
86 C -0.118
87 C -0.159
88 H 0.088
89 H 0.097
90 H 0.096
91 H 0.090
92 H 0.091
93 H 0.104
94 H 0.094
95 H 0.092
96 H 0.100
97 H 0.080
98 H 0.102
99 H 0.088

=====

DFT (the ωB97M-V functional and the def2-TZVPD basis) results for one molecule with the formula C2H3N3.

Geometry as XYZ:
```
8
Properties=species:S:1:pos:R:3
C -0.689 0.675 0.207
C -0.717 -0.769 -0.162
N 0.497 -1.198 -0.378
N 1.318 0.086 -0.231
N 0.538 1.085 0.181
H -1.424 1.448 0.467
H -1.644 -1.374 -0.217
H 2.132 0.085 0.407
```

Output
Orbital gap, eV: 11.11
Relative energy (zero: lowest compared OMol25 entry of this formula, charge and spin), kJ/mol: 149.7
Total charge: 0
SMILES string: c1cn[nH]n1

And the Löwdin charges, in e, turn out to be:
1 C -0.153
2 C -0.165
3 N 0.064
4 N -0.060
5 N -0.026
6 H 0.098
7 H 0.104
8 H 0.137

=====

DFT (the ωB97M-V functional and the def2-TZVPD basis) results for C24H43AgNO3S as an isolated structure.

Geometry as XYZ:
```
73
Properties=species:S:1:pos:R:3
C 4.515 -3.722 0.037
C 3.587 -2.725 0.739
C 4.325 -1.542 1.383
C 3.339 -0.582 2.064
C 2.705 0.396 1.068
C 1.877 1.502 1.750
C 0.347 1.447 1.627
C -0.157 2.411 2.745
C -1.581 2.945 2.612
C -2.705 1.907 2.566
C -2.710 0.926 3.742
O -4.045 0.758 4.199
C -4.384 -0.575 4.504
C -0.166 1.996 0.290
C 0.561 1.567 -0.986
C -0.007 2.249 -2.237
C 0.884 1.980 -3.468
C -1.468 1.869 -2.537
C -1.676 0.334 -2.694
C -2.370 -0.041 -3.980
C -2.233 -1.254 -4.554
C -3.439 -2.006 -5.057
C -0.909 -1.940 -4.752
O -0.215 0.160 2.038
C -0.411 -0.805 1.148
O -1.259 -0.858 0.317
N 0.505 -1.938 1.337
C -0.045 -2.945 1.760
S -0.772 -4.259 2.157
H 4.645 -4.624 0.635
H 4.058 -4.050 -0.895
H 5.475 -3.214 -0.259
H 2.923 -2.309 -0.014
H 3.002 -3.221 1.509
H 5.078 -1.882 2.098
H 4.813 -0.989 0.572
H 2.594 -1.115 2.651
H 3.942 0.043 2.727
H 3.555 0.889 0.585
H 2.183 -0.116 0.262
H 2.145 2.450 1.286
H 2.154 1.544 2.804
H -0.103 1.820 3.663
H 0.567 3.221 2.828
H -1.685 3.656 1.792
H -1.770 3.540 3.512
H -3.656 2.435 2.635
H -2.730 1.334 1.640
H -2.357 -0.053 3.407
H -2.048 1.239 4.557
H -4.719 -1.123 3.617
H -5.194 -0.557 5.231
H -3.555 -1.126 4.958
H -0.097 3.082 0.341
H -1.213 1.724 0.173
H 0.602 0.483 -1.112
H 1.609 1.884 -0.931
H 0.007 3.320 -2.006
H 1.683 1.278 -3.228
H 1.351 2.897 -3.828
H 0.278 1.601 -4.291
H -2.141 2.284 -1.788
H -1.703 2.311 -3.507
H -2.359 0.017 -1.907
H -0.723 -0.188 -2.608
H -3.019 0.720 -4.410
H -3.715 -2.760 -4.321
H -4.259 -1.317 -5.255
H -3.213 -2.506 -6.005
H -0.826 -2.109 -5.828
H -0.849 -2.925 -4.278
H -0.072 -1.309 -4.460
Ag 7.111 -3.556 -0.423
```

Output
Orbital gap, eV: 2.93
Total charge: +1

And the Löwdin charges, in e, turn out to be:
1 C -0.114
2 C -0.240
3 C -0.219
4 C -0.207
5 C -0.195
6 C -0.106
7 C -0.383
8 C -0.124
9 C -0.184
10 C -0.152
11 C -0.224
12 O -0.184
13 C -0.115
14 C -0.108
15 C -0.180
16 C -0.365
17 C -0.049
18 C -0.161
19 C -0.180
20 C -0.086
21 C -0.351
22 C -0.066
23 C -0.068
24 O 0.061
25 C -0.519
26 O 0.177
27 N 0.144
28 C -0.765
29 S 0.813
30 H 0.086
31 H 0.090
32 H -0.031
33 H 0.106
34 H 0.111
35 H 0.111
36 H 0.107
37 H 0.108
38 H 0.116
39 H 0.115
40 H 0.087
41 H 0.128
42 H 0.123
43 H 0.119
44 H 0.124
45 H 0.108
46 H 0.121
47 H 0.120
48 H 0.102
49 H 0.102
50 H 0.125
51 H 0.089
52 H 0.087
53 H 0.084
54 H 0.135
55 H 0.108
56 H 0.100
57 H 0.112
58 H 0.133
59 H 0.072
60 H 0.076
61 H 0.074
62 H 0.108
63 H 0.105
64 H 0.108
65 H 0.096
66 H 0.109
67 H 0.085
68 H 0.078
69 H 0.071
70 H 0.083
71 H 0.077
72 H 0.064
73 Ag 0.918